{"formula": "C6H12N", "method": "ωB97M-V/def2-TZVPD", "e_tot_ev": -7894.87925, "orbital_gap_ev": [8.3, 8.9], "lumo_ev": [-4.20, -3.92], "charge": 1, "homo_energy_ev": [-12.5, -12.8], "de_lowest_ev": 5.182, "elements": ["C", "C", "C", "C", "C", "C", "N", "H", "H", "H", "H", "H", "H", "H", "H", "H", "H", "H", "H"], "xyz": [[-0.289389, 1.779646, 0.212476], [-0.181511, 1.057247, -0.885706], [-0.474557, 1.021598, 1.491300], [-0.396334, -1.116043, 0.449007], [-0.100821, 1.028711, -2.330520], [0.569419, -2.084788, -0.093882], [0.222317, -0.274042, 1.498345], [-0.015298, 2.809364, 0.095927], [-0.166409, 1.610401, 2.452781], [-1.525376, 0.921350, 1.638642], [-1.321568, -1.606413, 0.588631], [0.676298, 1.633264, -2.509843], [-1.058205, 1.366074, -2.811315], [0.133299, 0.059929, -2.700440], [0.180737, -2.457939, -0.983596], [0.894366, -2.796087, 0.711352], [1.612263, -1.831706, -0.489729], [1.136407, -0.265787, 1.205662], [0.104361, -0.854779, 2.460906]], "atomic_forces_ev_per_a": [[1.3, -1.8, -1.6], [-1.5, -2.2, 2.3], [0.9, 3.2, 3.2], [2.4, 2.2, -2.6], [-3.5, -1.2, 0.7], [3.1, 0.0, 0.9], [-5.0, -3.0, 2.5], [-0.2, 0.7, 0.7], [-0.1, -0.8, -1.8], [-0.8, -0.9, 0.1], [-1.3, 0.4, 0.8], [2.9, 2.5, -1.5], [0.9, -0.2, 0.5], [0.2, -0.9, -0.3], [-1.0, -1.7, -1.1], [-0.9, -0.3, -0.9], [-1.2, 1.0, 0.7], [3.1, 0.7, -0.3], [0.6, 2.1, -2.3]]}